[1]
Molecular formula: C37H30BrMnNO2P2
Method: DFT, ωB97M-V/def2-TZVPD

Atoms and positions in Å:
1 Mn 0.39391 -0.23440 0.59564
2 C -1.26409 -2.76897 1.86988
3 P -0.71205 -2.36993 0.17631
4 C -2.17110 -1.98145 -0.81494
5 C -1.94939 -1.43134 -2.07868
6 C -3.02216 -1.08662 -2.88295
7 C -4.31912 -1.28510 -2.42762
8 C -4.54183 -1.82452 -1.16881
9 C -3.47087 -2.17023 -0.35697
10 C 0.12593 -3.77373 -0.56979
11 C -0.33703 -5.06994 -0.34632
12 C 0.29822 -6.13978 -0.95461
13 C 1.38579 -5.91643 -1.78969
14 C 1.84509 -4.62715 -2.01430
15 C 1.22178 -3.55054 -1.40070
16 C -1.55612 -1.43676 2.48573
17 C -2.43015 -1.02250 3.45123
18 C -2.22768 0.37921 3.63113
19 C -1.24028 0.76279 2.76784
20 C -0.60467 2.08085 2.45874
21 P -0.49057 2.10814 0.62004
22 C 0.61917 3.41736 0.07722
23 C 1.59001 3.95134 0.92008
24 C 2.49353 4.88321 0.42954
25 C 2.43559 5.28007 -0.89741
26 C 1.47506 4.74228 -1.74434
27 C 0.57243 3.80938 -1.26284
28 C -2.16497 2.52892 0.09024
29 C -3.11417 1.51027 0.01704
30 C -4.43534 1.81566 -0.27178
31 C -4.80877 3.13179 -0.50117
32 C -3.86503 4.14742 -0.43321
33 C -2.54514 3.85172 -0.13169
34 N -0.81797 -0.34781 2.05629
35 H -0.42743 -3.27948 2.35659
36 H -2.12204 -3.43984 1.89838
37 H -0.93533 -1.27910 -2.43505
38 H -2.84904 -0.66283 -3.86300
39 H -5.15803 -1.01573 -3.05548
40 H -5.55254 -1.97841 -0.81408
41 H -3.65727 -2.57276 0.62976
42 H -1.19166 -5.24438 0.29640
43 H -0.05639 -7.14656 -0.78012
44 H 1.87715 -6.75476 -2.26527
45 H 2.69318 -4.46048 -2.66510
46 H 1.58923 -2.54322 -1.55738
47 H -3.12403 -1.64678 3.99139
48 H -2.74851 1.02168 4.32276
49 H 0.40707 2.13566 2.86768
50 H -1.19244 2.91545 2.83849
51 H 1.65674 3.64245 1.95430
52 H 3.24536 5.29606 1.08878
53 H 3.14145 6.00810 -1.27444
54 H 1.43082 5.04838 -2.78101
55 H -0.17572 3.38896 -1.92494
56 H -2.82209 0.48255 0.19815
57 H -5.16998 1.02317 -0.31837
58 H -5.83912 3.36891 -0.73150
59 H -4.15770 5.17401 -0.60870
60 H -1.81321 4.64701 -0.06890
61 Br 4.65733 1.93562 2.30817
62 C 5.13330 0.58518 1.07278
63 C 6.48854 0.32581 0.94230
64 C 6.93546 -0.61503 0.02775
65 C 6.03479 -1.29316 -0.77859
66 C 4.68487 -1.02778 -0.65590
67 C 4.21125 -0.10322 0.27737
68 C 2.74527 0.05106 0.36770
69 O 1.98275 -0.33362 -0.59826
70 O 2.17939 0.48406 1.41152
71 H 7.19005 0.86973 1.55852
72 H 7.99622 -0.81016 -0.05715
73 H 6.38280 -2.02046 -1.49892
74 H 3.96149 -1.53926 -1.27579

molecular weight: 717.44 g mol⁻¹
maximum force: 0.54 eV/Å
orbital gap (alpha / beta): 6.368 / 7.602 eV
LUMO energy (alpha / beta): -4.219 / -2.975 eV
net charge: +1
DFT total energy: -6040.78845 Ha
HOMO level (alpha / beta): -10.5870 / -10.5768 eV
spin multiplicity: 5

Löwdin atomic charge list, values in e, 4 entries: 0.82 -0.24 1.07 -0.36

---

[2]
Molecular formula: C22H22F9N2O3P2S3
Method: DFT, ωB97M-V/def2-TZVPD

Atoms and positions in Å:
1 O 0.43138 0.60172 1.65515
2 P -0.10780 -0.52898 0.89841
3 P 0.12836 -0.28419 -1.30389
4 C 1.65260 0.61974 -1.75550
5 C 2.70572 0.63851 -0.61716
6 C 4.13269 0.33855 -1.13535
7 S 5.20670 1.77880 -1.14691
8 C 5.62765 1.98466 0.56631
9 S 5.73161 0.69266 1.54774
10 N 5.83012 3.28923 0.98028
11 C 5.87534 4.40119 0.16895
12 C 6.05794 5.41524 1.03946
13 N 6.15011 4.94982 2.31337
14 C 6.01612 3.67270 2.28965
15 S -1.58133 0.53604 -2.37439
16 O -1.05528 1.36592 -3.40241
17 O -2.32348 -0.55839 -2.89686
18 C -2.72773 1.51422 -1.26643
19 F -2.72262 1.09574 -0.00224
20 F -3.92694 1.28021 -1.75781
21 C -2.53253 3.07550 -1.33188
22 F -3.47204 3.56037 -0.51420
23 F -2.80586 3.51899 -2.54584
24 C -1.15118 3.58006 -0.83000
25 F -1.29949 4.85758 -0.48782
26 F -0.25263 3.54594 -1.80629
27 F -0.73451 2.91030 0.23573
28 H 0.62771 -1.70395 1.19307
29 H -1.45801 -0.84914 1.16583
30 H 0.29546 -1.58057 -1.83274
31 H 2.07659 0.06885 -2.59495
32 H 1.40614 1.60854 -2.13757
33 H 2.69239 1.62559 -0.16908
34 H 2.50808 -0.09068 0.16564
35 H 4.10665 -0.02513 -2.16094
36 H 4.59007 -0.43497 -0.52488
37 H 5.78559 4.39564 -0.89527
38 H 6.11725 6.44749 0.75241
39 H 6.02804 3.00937 3.12647
40 F 2.46118 -2.60407 2.03602
41 C 2.59360 -3.80000 2.68270
42 C 2.88775 -4.92757 1.94701
43 C 3.02536 -6.13931 2.60824
44 C 2.85824 -6.20321 3.98458
45 C 2.55821 -5.05442 4.70360
46 C 2.42869 -3.83779 4.04991
47 H 3.00811 -4.85703 0.87341
48 H 3.26336 -7.03319 2.04845
49 H 2.96286 -7.14973 4.49690
50 H 2.42496 -5.10429 5.77535
51 H 2.20411 -2.92869 4.59277
52 F -10.69081 -0.81204 -2.18398
53 C -9.35904 -0.85146 -2.02559
54 C -8.66789 0.33189 -1.85536
55 C -7.29234 0.28847 -1.68704
56 C -6.62786 -0.93145 -1.70198
57 C -7.33990 -2.10985 -1.87834
58 C -8.71670 -2.07380 -2.03673
59 H -9.20482 1.27100 -1.85510
60 H -6.73890 1.20757 -1.54566
61 H -5.55296 -0.96351 -1.57560
62 H -6.82278 -3.05987 -1.89369
63 H -9.29129 -2.98082 -2.16793

molecular weight: 691.56 g mol⁻¹
maximum force: 3.03 eV/Å
orbital gap: 5.980 eV
LUMO energy: -5.051 eV
net charge: +1
DFT total energy: -3962.44655 Ha
HOMO level: -11.0308 eV
spin multiplicity: 1

Löwdin atomic charge list, values in e, 4 entries: -0.40 0.61 0.93 -0.32

---

[3]
Molecular formula: C8H7NO
Method: DFT, ωB97M-V/def2-TZVPD

Atoms and positions in Å:
1 C 1.55977 -2.38224 2.34586
2 C 0.78294 -1.72950 1.71745
3 C -1.23518 1.11961 -0.30401
4 C 0.18061 0.97038 -0.58490
5 C -1.86436 0.23961 0.44453
6 C 0.31283 1.38092 -2.06834
7 C 0.57329 -0.45021 -0.22292
8 C -0.12829 -1.00814 0.96317
9 N -1.24614 -0.57667 1.30984
10 O 0.55232 0.70270 -2.99191
11 H 2.19435 -2.99804 2.95303
12 H -1.81818 2.00393 -0.73608
13 H 0.85769 1.64413 -0.06868
14 H -2.92521 0.29870 0.55377
15 H 0.26805 2.46280 -2.20489
16 H 0.27722 -1.08952 -1.09868
17 H 1.65828 -0.58845 -0.00724

molecular weight: 133.15 g mol⁻¹
maximum force: 3.18 eV/Å
orbital gap: 8.928 eV
LUMO energy: -0.028 eV
SMILES: C#CC1=NC=C[C@H](C=O)C1
DFT total energy: -438.89877 Ha
HOMO level: -8.9558 eV
spin multiplicity: 1

Löwdin atomic charge list, values in e, 4 entries: 0.16 -0.08 -0.07 -0.27

---

[4]
Molecular formula: C44H40N8O2P2RbS2Se
Method: DFT, ωB97M-V/def2-TZVPD

Atoms and positions in Å:
1 Rb -0.72079 -0.55249 0.42309
2 C -3.14970 0.02714 -3.98332
3 C -2.18887 -0.15863 -2.97164
4 N -1.79744 0.78865 -2.15580
5 C -2.35974 2.02110 -2.25834
6 C -3.33947 2.31225 -3.24497
7 C -3.71290 1.26128 -4.11540
8 C -3.92046 3.59744 -3.33055
9 C -3.54069 4.54836 -2.41512
10 C -2.58658 4.28996 -1.42808
11 C -1.94205 3.04376 -1.30574
12 N -1.07296 2.70793 -0.34218
13 C -0.36840 3.61624 0.36125
14 C 0.15099 4.81495 -0.14699
15 C 0.92866 5.68418 0.62999
16 C 1.22580 5.41602 1.94156
17 C 0.74487 4.21347 2.51378
18 C 1.01626 3.85256 3.85423
19 C 0.53178 2.68410 4.35996
20 C -0.23372 1.85474 3.51529
21 N -0.50772 2.14938 2.27099
22 C -0.03676 3.31099 1.74682
23 H -3.42977 -0.80178 -4.62256
24 H -1.74797 -1.13917 -2.82875
25 H -4.47085 1.45166 -4.86873
26 H -4.66627 3.80268 -4.08990
27 H -3.99986 5.53160 -2.45101
28 H -2.34645 5.05917 -0.70700
29 H -0.05101 5.05962 -1.18184
30 H 1.30133 6.59848 0.17688
31 H 1.81409 6.10128 2.54164
32 H 1.62577 4.51324 4.46228
33 H 0.74713 2.37137 5.37413
34 H -0.62378 0.91293 3.89126
35 N 2.14031 -3.30946 -2.36047
36 P 1.12763 -1.88257 -2.49188
37 C 2.31673 -0.65459 -3.14946
38 C 3.30383 -0.97522 -4.07623
39 C 4.15530 0.00838 -4.55593
40 C 4.01939 1.32229 -4.11633
41 C 3.03656 1.64686 -3.19306
42 C 2.18960 0.65789 -2.70582
43 C 0.30884 -2.40393 -4.07103
44 C 0.20769 -1.57375 -5.18605
45 C -0.52906 -1.96400 -6.29727
46 C -1.18724 -3.18547 -6.31179
47 C -1.11657 -4.01185 -5.19917
48 C -0.38128 -3.61662 -4.09104
49 C 2.93957 -3.39208 -1.21959
50 C 3.51279 -4.58918 -0.78623
51 C 4.29715 -4.55524 0.34880
52 C 4.51079 -3.35251 1.00674
53 C 3.90554 -2.22012 0.49122
54 N 3.13442 -2.23847 -0.59495
55 H 1.74342 -4.18062 -2.67341
56 H 3.40481 -2.00084 -4.41357
57 H 4.92406 -0.24696 -5.27577
58 H 4.68281 2.09006 -4.49598
59 H 2.92825 2.66653 -2.84501
60 H 1.41808 0.91175 -1.98551
61 H 0.69491 -0.60674 -5.18399
62 H -0.59927 -1.29987 -7.15054
63 H -1.76479 -3.48573 -7.17757
64 H -1.65716 -4.95023 -5.18155
65 H -0.37420 -4.25298 -3.21201
66 H 3.32489 -5.51652 -1.31510
67 H 4.72889 -5.47186 0.73396
68 H 5.09310 -3.29724 1.91662
69 H 4.02055 -1.25528 0.97198
70 C -3.64418 -4.76620 -2.07263
71 C -3.09567 -5.08103 -0.69055
72 O -4.13333 -5.10096 0.27677
73 P -4.51158 -3.81524 1.29544
74 S -5.21114 -1.06716 1.74796
75 S -4.81219 -2.18172 0.01621
76 O -2.96832 -3.43527 1.76848
77 C -2.58018 -3.55785 3.13596
78 C -2.83462 -4.93585 3.73023
79 H -2.83408 -4.74516 -2.80773
80 H -4.13614 -3.79207 -2.07171
81 H -4.37352 -5.52136 -2.37630
82 H -2.32526 -4.35935 -0.40782
83 H -2.64088 -6.07600 -0.68684
84 H -3.09474 -2.78410 3.71172
85 H -1.51088 -3.34468 3.15421
86 H -3.90307 -5.12635 3.84172
87 H -2.35878 -5.00573 4.71242
88 H -2.41253 -5.70886 3.08287
89 Se 1.57339 -4.01711 3.32233
90 N 2.85186 -3.21391 4.32705
91 C 2.87997 -1.94442 3.91051
92 C 3.72452 -0.93426 4.40595
93 C 3.64623 0.33638 3.83876
94 C 2.74759 0.58313 2.80395
95 N 1.91953 -0.33164 2.29314
96 C 1.96119 -1.57368 2.83029
97 N 1.17299 -2.54038 2.36726
98 H 4.41630 -1.15966 5.20869
99 H 4.27580 1.14199 4.19892
100 H 2.69335 1.57071 2.35372

molecular weight: 1003.37 g mol⁻¹
maximum force: 0.48 eV/Å
orbital gap (alpha / beta): 4.552 / 4.924 eV
LUMO energy (alpha / beta): 3.543 / 3.541 eV
net charge: -2
DFT total energy: -6193.99665 Ha
HOMO level (alpha / beta): -1.0098 / -1.3836 eV
spin multiplicity: 2

Löwdin atomic charge list, values in e, 4 entries: 0.44 -0.06 -0.17 0.07

---

[5]
Molecular formula: C3H10NOS2
Method: DFT, ωB97M-V/def2-TZVPD

Atoms and positions in Å:
1 C 1.06922 0.66513 1.13198
2 C -1.87434 0.11920 0.96427
3 C 0.41933 -0.78556 -0.80373
4 N 0.22013 -0.40665 0.58304
5 O -2.04467 0.94665 0.06035
6 S 2.14574 -1.44300 -1.22133
7 S 0.17805 0.80143 -1.88230
8 H 1.52949 0.55152 2.15603
9 H 1.91700 0.86409 0.35853
10 H 0.52190 1.70117 1.07087
11 H -1.69650 0.35258 2.08774
12 H -2.12057 -0.81739 0.62240
13 H -0.36519 -1.53376 -1.25089
14 H 0.16624 -1.23567 1.15307
15 H -2.01181 1.96320 0.32307
16 H 1.80703 -2.05917 -2.24548
17 H 0.13893 0.31622 -3.10762

molecular weight: 140.25 g mol⁻¹
maximum force: 5.51 eV/Å
orbital gap: 7.956 eV
LUMO energy: -4.454 eV
net charge: +1
DFT total energy: -1046.29432 Ha
HOMO level: -12.4103 eV
spin multiplicity: 1

Löwdin atomic charge list, values in e, 4 entries: -0.11 0.00 -0.88 -0.22

---

[6]
Molecular formula: C7H13Cl15
Method: DFT, ωB97M-V/def2-TZVPD

Atoms and positions in Å:
1 C 8.34296 23.21129 -13.43340
2 Cl 7.16488 24.50616 -13.59819
3 Cl 10.02754 23.76087 -13.45601
4 Cl 8.04085 21.86905 -14.56462
5 H 8.20807 22.72481 -12.47484
6 C 15.50865 22.38426 -10.53789
7 Cl 16.24722 23.97328 -10.57525
8 Cl 15.46696 21.71181 -8.88549
9 H 14.47946 22.53855 -10.84678
10 H 15.98695 21.69357 -11.22210
11 C 12.61646 23.25711 -6.93899
12 Cl 10.91700 23.22344 -6.43804
13 Cl 13.23160 24.89811 -6.81545
14 H 13.19374 22.61318 -6.28056
15 H 12.69703 22.80747 -7.92369
16 C 6.44352 25.14020 -8.69507
17 Cl 5.96218 24.29093 -10.20545
18 Cl 5.49959 24.55784 -7.29820
19 H 7.46074 24.86077 -8.46563
20 H 6.19428 26.18107 -8.84084
21 C 9.60100 28.03674 -13.69450
22 Cl 9.49717 26.83680 -12.41456
23 Cl 8.24185 27.89681 -14.82743
24 H 9.61202 29.06094 -13.33366
25 H 10.51049 27.92024 -14.27722
26 C 10.36777 24.14131 -9.99739
27 Cl 12.08859 24.08917 -10.34570
28 Cl 9.57716 22.55841 -9.91493
29 H 10.21132 24.59190 -9.02369
30 H 9.81862 24.66275 -10.77242
31 C 10.84827 27.10156 -6.73278
32 Cl 9.49758 26.27694 -7.59256
33 Cl 11.71670 28.24872 -7.74490
34 H 10.42364 27.61318 -5.87772
35 H 11.59467 26.38346 -6.41311

molecular weight: 628.98 g mol⁻¹
maximum force: 1.27 eV/Å
orbital gap: 11.223 eV
LUMO energy: 0.377 eV
SMILES: ClC(Cl)Cl.ClCCl.ClCCl.ClCCl.ClCCl.ClCCl.ClCCl
DFT total energy: -7177.36320 Ha
HOMO level: -10.8463 eV
spin multiplicity: 1

Löwdin atomic charge list, values in e, 4 entries: -1.54 0.51 0.52 0.52

---

[7]
Molecular formula: C4H8NO2
Method: DFT, ωB97M-V/def2-TZVPD

Atoms and positions in Å:
1 C -0.09624 -0.59631 -0.43752
2 N 0.71800 -1.58218 0.22517
3 C 2.10205 -1.37018 0.36545
4 O 2.71186 -2.18742 1.04921
5 O 2.57141 -0.34481 -0.16842
6 C -0.41094 0.69060 0.34863
7 C -1.52949 1.56996 -0.36026
8 H -1.12495 -1.04293 -0.66186
9 H 0.41298 -0.21954 -1.44432
10 H 0.37158 -2.15504 0.94899
11 H -0.88499 0.39884 1.33915
12 H 0.45073 1.32491 0.55127
13 H -2.51935 1.29520 -0.05351
14 H -1.26401 2.69313 -0.14704
15 H -1.50865 1.52576 -1.55494

molecular weight: 102.11 g mol⁻¹
maximum force: 3.47 eV/Å
orbital gap: 7.487 eV
LUMO energy: 3.817 eV
net charge: -1
SMILES: CCCNC(=O)[O-]
DFT total energy: -362.49678 Ha
HOMO level: -3.6709 eV
spin multiplicity: 1

Löwdin atomic charge list, values in e, 4 entries: -0.28 0.01 -0.86 -0.08

---

[8]
Molecular formula: C5H12O
Method: DFT, ωB97M-V/def2-TZVPD

Atoms and positions in Å:
1 C -2.06089 0.58196 0.26014
2 C -1.68577 -0.71182 -0.02310
3 O -2.70554 1.38888 -0.64680
4 H -2.56336 1.04503 -1.53743
5 H -2.30361 0.88126 1.27132
6 H -0.55278 1.45601 0.43714
7 H -1.64536 -1.43138 0.78057
8 H 0.02661 -0.47292 -0.23863
9 H -1.92363 -1.14395 -0.98750
10 C 1.82042 -0.68675 1.09408
11 C 1.18091 -0.16539 -0.16355
12 C 1.87724 0.08345 -1.27711
13 H 0.26026 1.16121 0.23052
14 H 1.45078 -0.14334 1.96654
15 H 1.56618 -1.73901 1.24811
16 H 2.90493 -0.58653 1.06300
17 H 1.39340 0.38128 -2.19792
18 H 2.96023 0.10201 -1.27940

molecular weight: 88.15 g mol⁻¹
maximum force: 2.88 eV/Å
orbital gap: 9.347 eV
LUMO energy: 0.925 eV
DFT total energy: -272.76855 Ha
HOMO level: -8.4220 eV
spin multiplicity: 1

Löwdin atomic charge list, values in e, 4 entries: -0.35 -0.07 -0.02 0.10